Record 1
# C7H12HoO4

C7H12HoO4 as an isolated structure at a distorted geometry (ωB97M-V/def2-TZVPD, the Open Molecules 2025 dataset).

Summary:
**Spin multiplicity**: 6
**Electronic energy**: -41433.7389 eV
**Expectation value of S²**: 8.773
**Largest force on an atom**: 3.05 eV Å⁻¹
**M**: 325.099 g/mol

```
24
Properties=species:S:1:pos:R:3:forces:R:3
C 1.7178 -1.1515 0.0298 -2.89 0.86 0.40
C 2.8569 -1.0788 1.0271 -0.23 -0.68 -0.43
O 3.9208 -0.2755 0.4763 0.74 0.69 -0.39
Ho 3.5626 1.3285 -1.0662 -1.48 0.05 0.41
H 1.7357 -1.3215 -1.0589 1.58 0.76 -0.04
H 4.6800 -0.2142 1.0623 0.19 -0.12 0.29
H 1.3192 -2.1675 0.1897 -0.87 0.55 0.74
H 3.2719 -2.0752 1.2329 -0.07 0.27 -0.12
H 2.5450 -0.6394 1.9870 -0.12 -0.05 -0.42
O -5.0263 -0.5385 -1.7021 0.83 0.29 0.21
C -4.2831 0.0254 -0.8753 -2.76 -0.23 0.08
O -4.5909 0.6033 0.1833 0.80 0.04 0.19
O -2.9446 -0.0031 -1.2321 2.35 -0.25 -0.24
C -1.9715 0.2350 -0.2280 -0.95 0.24 -0.05
C -0.5981 -0.0588 -0.8062 0.32 -0.38 -0.55
C 0.5360 0.1479 0.1952 1.41 -2.57 0.14
C 1.1959 1.4921 0.1170 1.05 0.17 -0.08
H -2.1624 -0.4124 0.6428 0.05 0.15 -0.08
H -2.0364 1.2778 0.1166 0.04 -0.11 0.10
H -0.4243 0.5777 -1.6892 -0.09 -0.13 0.14
H -0.5864 -1.0982 -1.1723 -0.14 0.24 0.08
H 0.1651 -0.0468 1.2180 0.04 0.24 -0.23
H 1.6258 1.7985 1.0888 -0.10 0.17 -0.31
H 0.5512 2.2753 -0.3068 0.29 -0.20 0.15
```
Forces are in eV/Å.

Record 2
# C7H12INS2

C7H12INS2 as an isolated structure at a distorted geometry (ωB97M-V/def2-TZVPD, the Open Molecules 2025 dataset).

Summary:
**Spin multiplicity**: 3
**Electronic energy**: -38709.4319 eV
**Expectation value of S²**: 2.013
**Largest force on an atom**: 4.97 eV Å⁻¹
**M**: 301.218 g/mol

```
23
Properties=species:S:1:pos:R:3:forces:R:3
C -2.1832 -0.6464 -2.1269 0.90 3.18 0.78
C 0.0190 0.7682 -1.9594 -2.29 2.27 -2.72
C -0.7936 0.8592 -0.7164 -0.68 2.93 1.16
C 1.4471 0.9851 1.5785 1.51 0.91 -0.33
C 1.3881 -1.5576 1.5578 -3.44 1.12 -2.85
C -0.3150 -0.2458 0.2044 -0.30 -0.98 2.07
C 1.1299 -0.2540 0.7271 0.47 0.53 0.43
N -2.1956 0.7065 -1.1458 1.80 -3.62 -2.88
S -3.4059 -1.6901 -2.1531 -0.10 -0.05 -0.07
S -0.5871 -0.6633 -2.8625 -0.25 -0.90 0.11
I -3.6684 0.5499 0.2294 -1.98 0.28 2.20
H -0.0782 1.6380 -2.7141 0.12 -1.03 1.59
H 0.9819 0.6983 -1.6339 2.83 -0.47 0.13
H -0.7486 1.9434 -0.1890 0.10 -2.40 -1.20
H 2.5613 1.2194 1.3860 -1.78 0.13 0.45
H 1.3100 0.9914 2.6754 0.00 -0.90 -0.41
H 0.7932 1.8127 1.2852 0.54 0.23 -0.30
H 0.5963 -1.4926 2.2926 -0.22 -0.46 0.42
H 2.2823 -1.6062 2.0706 2.11 -0.30 0.49
H 1.1095 -2.3356 0.8138 0.79 -0.28 1.04
H -0.9193 -0.2905 1.1248 -0.27 0.27 -0.34
H -0.4889 -1.2056 -0.2748 -0.10 -0.10 -0.24
H 1.7651 -0.1843 -0.1697 0.25 -0.37 0.46
```
Forces are in eV/Å.

Record 3
# C7H12N

An isolated ion of composition C7H12N and charge +1 at a distorted geometry (ωB97M-V/def2-TZVPD, the Open Molecules 2025 dataset).

Summary:
**Net charge**: +1
**Electronic energy**: -8931.1899 eV
**Largest force on an atom**: 4.11 eV Å⁻¹
**Relative energy (zero: lowest compared OMol25 entry of this formula, charge and spin)**: 5.812 eV
**M**: 110.180 g/mol

```
20
Properties=species:S:1:pos:R:3:forces:R:3
C 1.4007 1.6484 -1.6335 1.82 -1.69 -1.66
C 0.9973 1.3486 -0.3556 0.55 4.07 -0.07
C -2.3147 0.1934 0.1873 -1.98 2.03 -1.02
C -1.8615 -1.2130 0.2709 1.81 -1.45 -0.77
C 0.0864 0.1929 1.6642 0.90 -1.32 1.36
C 1.0024 0.2687 0.4822 -1.26 -1.10 -0.95
C -1.2683 -0.1538 1.0788 2.21 -0.53 1.48
N 1.4604 -1.0781 -0.0362 0.08 0.69 -3.05
H 1.7277 2.6022 -2.0297 -0.90 0.65 0.85
H 1.8190 0.9702 -2.4435 -0.96 -0.19 1.41
H 0.7885 2.3354 0.2219 -0.02 -1.85 -0.78
H -1.9547 0.7489 -0.7500 -1.20 -0.50 1.29
H -3.3565 0.3709 0.6764 1.88 0.26 -1.31
H -2.3996 -1.9963 0.7365 -0.95 -0.37 0.67
H -1.3084 -1.7022 -0.5668 -0.24 0.74 0.24
H 0.5084 -0.6255 2.3725 -1.12 1.09 -0.96
H 0.1964 1.1257 2.2462 -0.59 -0.32 -0.43
H 0.7450 -1.7238 -0.5131 0.83 1.19 0.95
H 1.8083 -1.4947 0.7764 0.71 -1.56 1.51
H 2.2904 -1.0027 -0.7236 -1.57 0.17 1.24
```
Forces are in eV/Å.

Record 4
# C7H12N

An isolated ion of composition C7H12N and charge +1 at a distorted geometry (ωB97M-V/def2-TZVPD, the Open Molecules 2025 dataset).

Summary:
**Net charge**: +1
**Electronic energy**: -8932.4440 eV
**Structure (SMILES)**: C=C(C)[C@]12C[C@@]1(C)[NH2+]2
**Largest force on an atom**: 5.72 eV Å⁻¹
**Relative energy (zero: lowest compared OMol25 entry of this formula, charge and spin)**: 4.558 eV
**M**: 110.180 g/mol

```
20
Properties=species:S:1:pos:R:3:forces:R:3
C 0.3918 -1.4366 -1.8506 1.15 -2.47 -0.49
C 0.1394 -1.3478 -0.5351 0.08 1.60 -1.95
C 0.1198 -2.4224 0.5018 -3.34 -0.07 -1.15
C -0.3013 -0.0373 -0.0766 -2.52 3.23 0.58
C -1.3594 1.3352 -0.3999 4.59 -3.35 0.66
C -0.0855 1.3751 0.3781 -1.08 -1.02 -1.41
C 0.9769 2.4235 0.3404 -0.83 -2.49 -0.24
N -0.3399 0.2459 1.3734 -2.20 1.88 0.20
H 0.8284 -2.3162 -2.3991 -0.61 0.22 1.42
H 0.2507 -0.7601 -2.6588 -0.38 1.53 0.31
H 0.9383 -2.9971 0.2661 1.68 -1.97 -0.09
H 0.1705 -2.0756 1.5306 -0.12 -0.21 -0.10
H -0.8953 -2.9983 0.2660 2.24 0.88 1.04
H -1.3706 1.6171 -1.3992 0.72 0.62 -1.69
H -2.2926 1.2758 -0.0557 -3.45 -0.24 2.17
H 1.0141 2.8892 1.2588 0.72 1.03 2.05
H 0.7030 3.1368 -0.3688 -0.47 1.09 -1.26
H 1.8273 1.8882 0.0084 1.51 0.13 0.10
H -1.2097 0.2215 1.9899 1.28 0.05 -1.06
H 0.4940 -0.0167 1.8303 1.03 -0.43 0.91
```
Forces are in eV/Å.

Record 5
# C7H12N2

One molecule with the formula C7H12N2 at a distorted geometry (ωB97M-V/def2-TZVPD, the Open Molecules 2025 dataset).

Summary:
**Electronic energy**: -10428.7684 eV
**Largest force on an atom**: 2.75 eV Å⁻¹
**Relative energy (zero: lowest compared OMol25 entry of this formula, charge and spin)**: 4.709 eV
**M**: 124.187 g/mol

```
21
Properties=species:S:1:pos:R:3:forces:R:3
C 0.8260 0.3029 -1.7634 0.11 1.74 -1.15
C 1.4130 1.0347 1.0263 0.15 -0.04 -0.12
C -1.8249 -0.8527 0.8616 0.07 0.13 0.04
C 0.0325 -0.4246 -0.8082 1.81 1.37 1.57
C 1.2664 -0.2614 0.2689 -1.63 -1.24 0.26
C -1.2120 0.1032 -0.1236 -0.20 0.07 -0.74
C -1.7536 1.2760 -0.4416 0.03 -0.24 0.10
N -0.1151 -1.6321 -1.4666 -1.05 -1.47 0.24
N 1.8978 -1.3383 0.4871 0.13 0.02 0.17
H 0.1767 -2.3868 -0.8389 0.49 -0.18 -0.05
H 2.5796 -1.2296 1.2407 0.15 0.06 -0.20
H 0.5861 1.3014 -2.1145 -0.04 -0.04 -0.18
H 1.6899 -0.1810 -2.1955 -0.09 -0.10 0.17
H 1.2088 0.8652 2.0870 0.01 -0.04 -0.07
H 0.7295 1.8030 0.6752 0.04 0.00 -0.05
H 2.4410 1.3929 0.9328 -0.07 0.02 0.02
H -2.6313 -0.3700 1.4134 0.01 -0.04 -0.03
H -2.2247 -1.7277 0.3469 0.00 0.00 -0.01
H -1.0789 -1.2101 1.5760 0.00 0.00 -0.01
H -2.6777 1.5989 0.0212 0.04 0.04 0.10
H -1.3292 1.9361 -1.1851 0.06 -0.03 -0.04
```
Forces are in eV/Å.

Record 6
# C7H12N2

C7H12N2 as an isolated structure at a distorted geometry (ωB97M-V/def2-TZVPD, the Open Molecules 2025 dataset).

Summary:
**Electronic energy**: -10426.0236 eV
**Largest force on an atom**: 9.15 eV Å⁻¹
**Relative energy (zero: lowest compared OMol25 entry of this formula, charge and spin)**: 7.454 eV
**M**: 124.187 g/mol

```
21
Properties=species:S:1:pos:R:3:forces:R:3
C 3.5238 0.2230 0.0829 -0.95 -3.97 -3.54
C 2.4956 -0.9441 0.3336 -2.96 2.92 -3.70
C 0.0955 0.7169 -1.1112 -0.60 -1.92 -0.84
C -1.3798 0.6126 -0.2715 2.42 -2.32 0.61
C -1.0815 0.6858 1.2710 -0.01 1.94 1.18
C -2.1815 -0.7394 -0.1947 7.55 0.58 -1.98
C -3.4253 -0.7548 -0.2953 -6.51 0.49 -2.03
H 3.6517 0.4069 -1.0646 -0.72 -0.24 1.90
H 3.1374 1.0571 0.5220 -0.41 2.54 1.32
H 4.4739 -0.1600 0.3687 0.78 0.29 0.93
H 2.8142 -1.7904 0.7727 0.76 -2.62 2.23
H 0.0436 1.5562 -1.9139 0.47 -1.77 1.32
H -2.0014 1.4091 -0.7179 0.30 -0.32 0.61
H -1.2246 -0.4990 1.9109 0.82 4.10 -2.13
H 0.1407 1.2003 1.2421 -3.92 -1.47 1.33
H -2.0745 1.4897 1.6406 3.50 -2.44 -0.30
H -1.5520 -1.7160 -0.1870 -1.06 1.94 0.41
H -3.7690 -1.7790 -0.3880 -1.17 0.25 0.35
H -4.1102 0.1553 -0.6486 1.59 -2.11 1.21
N 1.2647 -1.0129 -0.2346 4.84 -3.09 4.17
N 1.1585 -0.1174 -1.1175 -4.71 7.23 -3.05
```
Forces are in eV/Å.

Record 7
# C7H12N2

One molecule with the formula C7H12N2 at a distorted geometry (ωB97M-V/def2-TZVPD, the Open Molecules 2025 dataset).

Summary:
**Electronic energy**: -10427.5388 eV
**Largest force on an atom**: 4.22 eV Å⁻¹
**Relative energy (zero: lowest compared OMol25 entry of this formula, charge and spin)**: 5.938 eV
**M**: 124.187 g/mol

```
21
Properties=species:S:1:pos:R:3:forces:R:3
C -1.9896 -0.8425 0.9208 0.08 -0.44 -0.36
C -0.3185 0.7351 -0.4646 3.33 -2.56 0.43
C -0.1437 -0.4456 -1.2863 -0.02 -0.57 -2.73
C 1.0482 0.2481 0.3645 -0.93 2.64 0.34
N -0.2771 2.0147 -1.1143 -0.37 -0.34 0.28
N 0.8708 -0.4006 1.5680 -0.22 -0.02 0.23
C -1.5693 0.3482 0.1313 -2.30 1.21 1.74
C 0.3108 -1.6429 -1.5601 -0.05 0.30 0.19
C 2.2343 0.6817 -0.0835 0.07 -0.04 -0.03
H -0.2254 2.7486 -0.4167 0.14 0.00 -0.11
H 0.5032 2.0799 -1.7536 -0.02 0.03 0.14
H 1.7189 -0.5430 2.0982 0.01 -0.02 -0.09
H 0.1154 -0.0447 2.1370 0.03 -0.10 -0.03
H -2.3475 1.0891 -0.0110 -0.07 0.01 -0.14
H -0.0621 -2.1923 -2.4198 0.00 -0.03 0.01
H 1.0890 -2.1270 -0.9680 0.00 -0.07 0.05
H 3.0727 0.7874 0.5941 0.14 -0.49 -0.12
H 2.3760 1.0130 -1.1016 -0.08 0.17 0.05
H -2.1449 -0.6212 1.9842 0.09 0.04 -0.01
H -2.9600 -1.2035 0.5527 0.11 0.17 0.03
H -1.3012 -1.6825 0.8287 0.06 0.11 0.11
```
Forces are in eV/Å.

Record 8
# C7H12N2

C7H12N2 as an isolated structure at a distorted geometry (ωB97M-V/def2-TZVPD, the Open Molecules 2025 dataset).

Summary:
**Electronic energy**: -10420.7148 eV
**Largest force on an atom**: 7.53 eV Å⁻¹
**Relative energy (zero: lowest compared OMol25 entry of this formula, charge and spin)**: 12.762 eV
**M**: 124.187 g/mol

```
21
Properties=species:S:1:pos:R:3:forces:R:3
C 2.4277 -0.4232 0.0513 3.61 -1.60 1.28
C 1.1357 -0.7646 -0.5257 1.37 1.91 -1.57
C 0.0199 0.1473 -0.1256 -1.96 -1.70 -0.42
C -0.2594 -0.1808 1.3038 -0.06 0.47 2.35
C -2.5469 -0.7032 -0.3624 0.75 3.84 -0.55
C 0.1884 1.5780 -0.4673 0.16 3.44 1.63
C 0.2604 2.8101 -0.2580 -2.80 -0.96 -1.24
H 1.9139 -0.7270 1.1727 3.47 2.26 -1.35
H 3.2763 -1.3544 -0.1677 -2.53 2.70 0.61
H 2.9743 0.6147 -0.5516 -1.86 -2.78 2.97
H 1.3677 -0.5418 -1.4869 -0.41 -0.10 -3.99
H 0.9360 -1.7711 -0.3651 -0.91 -1.64 0.20
H 0.6756 -1.2266 1.4089 -3.81 2.95 1.25
H 0.0792 0.9153 1.9279 -1.15 -3.91 -1.00
H -1.5940 -0.5057 1.2128 4.80 1.04 2.16
H -0.5698 -1.1820 -1.8564 -2.96 2.39 4.15
H -3.2570 -1.6966 -0.4800 2.45 2.63 -0.18
H -2.4576 1.2519 0.5138 -1.31 -2.79 -2.16
H -0.3380 3.8431 -0.2812 2.28 -2.63 0.07
N -1.1494 -0.4775 -0.7884 0.59 -4.56 -5.97
N -3.0831 0.3943 0.1252 0.28 -0.99 1.77
```
Forces are in eV/Å.

Record 9
# C7H12N2O2

A 2-piece molecular cluster, C7H12N2O2 overall at a distorted geometry (ωB97M-V/def2-TZVPD, the Open Molecules 2025 dataset).

Summary:
**Electronic energy**: -14524.1178 eV
**Largest force on an atom**: 4.05 eV Å⁻¹
**Relative energy (zero: lowest compared OMol25 entry of this formula, charge and spin)**: 5.672 eV
**M**: 156.185 g/mol

```
23
Properties=species:S:1:pos:R:3:forces:R:3
C 2.0986 -0.4936 -1.2647 0.74 -0.90 0.61
C 0.7730 2.5312 -1.2859 0.33 0.43 0.17
C 0.1819 -0.1339 1.5200 0.69 -1.21 -1.60
C 0.1134 0.0252 -0.0143 -1.29 0.68 2.87
C -1.0749 -0.5049 0.7641 1.41 0.97 -0.34
C -1.5234 -1.9046 0.6511 -0.50 -2.22 -3.35
C -2.1630 0.5169 1.0097 -1.57 -3.13 -0.69
N 1.7404 2.3824 -1.9477 1.68 -0.40 -0.94
N 0.8361 -0.6419 -0.9050 0.84 -0.62 -1.51
O 3.1044 0.0817 -0.5283 -0.44 -1.46 -1.63
O 0.0320 2.8734 -0.4836 -2.14 0.84 1.36
H 2.4855 -1.1546 -2.0126 -0.03 -0.02 -0.39
H 0.8252 -0.8534 2.0147 -0.07 -0.55 -0.42
H 0.0777 0.6928 2.1352 -0.10 1.87 0.84
H -2.1367 -2.1482 -0.3026 -0.03 1.24 1.38
H -2.0628 -2.2901 1.4648 -0.97 -0.21 1.26
H -0.8495 -2.7348 0.3781 1.14 0.76 0.81
H -1.9586 1.4755 0.7309 1.09 2.57 -0.54
H -2.5694 0.4650 1.9897 0.02 0.05 1.25
H -3.0192 0.2173 0.4088 -0.26 0.04 -0.41
H 2.7677 0.6531 0.1246 -0.94 1.28 1.38
H 2.0428 2.1092 -2.8457 -0.16 -0.28 -0.48
H 0.2787 -1.1635 -1.6013 0.55 0.26 0.36
```
Forces are in eV/Å.

Record 10
# C7H12N2O4S

One molecule with the formula C7H12N2O4S at a distorted geometry (ωB97M-V/def2-TZVPD, the Open Molecules 2025 dataset).

Summary:
**Electronic energy**: -29456.2740 eV
**Structure (SMILES)**: CS(=O)(=O)O[C@]12C[C@H]1C[C@H](C(N)=O)N2
**Largest force on an atom**: 5.85 eV Å⁻¹
**Relative energy (zero: lowest compared OMol25 entry of this formula, charge and spin)**: 1.639 eV
**M**: 220.250 g/mol

```
26
Properties=species:S:1:pos:R:3:forces:R:3
C -1.2877 0.3974 3.4426 -0.37 0.69 -0.04
S -0.9651 -0.8307 2.2398 -0.15 -1.88 -1.51
O -0.4548 -1.9874 2.9146 0.96 0.68 0.33
O -2.0810 -1.1709 1.4023 -0.21 1.06 -0.07
O 0.1707 -0.0761 1.3535 0.21 -0.14 -0.10
C 0.5341 -0.6206 0.0416 -1.85 -1.48 -0.29
C 1.8116 -1.5351 -0.0494 -0.76 4.17 4.03
C 1.7327 -0.1565 -0.6693 -0.06 1.40 -0.56
C 1.2734 -0.1887 -2.1458 0.01 1.24 1.10
C -0.2267 0.0178 -2.1055 -1.75 -1.02 -2.46
C -0.6847 1.5051 -2.1503 -0.24 -2.53 -1.81
N -0.6819 2.0495 -0.9514 2.67 -1.67 4.06
O -1.1101 2.0220 -3.1660 0.24 0.27 0.19
N -0.5972 -0.6640 -0.9054 2.05 -0.25 1.34
H -0.3726 1.0361 3.4692 -0.20 -1.17 1.07
H -1.9935 1.2094 3.0926 -0.01 -1.60 0.38
H -1.6151 -0.3470 4.2813 0.69 2.29 -0.93
H 1.8349 -2.3723 -0.5998 -0.02 -2.72 -2.11
H 2.3156 -1.5676 0.9408 -0.31 -0.18 -0.85
H 2.2379 0.8196 -0.3707 -0.19 -1.81 -0.03
H 1.3670 -1.1544 -2.5483 0.82 -1.18 -0.62
H 1.8142 0.5602 -2.6859 0.22 0.23 -0.74
H -0.6956 -0.5757 -3.0334 0.81 1.75 1.80
H 0.0040 1.6746 -0.1593 -2.39 0.99 -2.50
H -0.8234 2.9968 -0.9426 -0.47 2.77 0.19
H -1.5065 -1.0416 -0.6952 0.28 0.10 0.14
```
Forces are in eV/Å.

Record 11
# C7H12N2OS

One molecule with the formula C7H12N2OS at a distorted geometry (ωB97M-V/def2-TZVPD, the Open Molecules 2025 dataset).

Summary:
**Electronic energy**: -23316.1483 eV
**Structure (SMILES)**: CC(=O)N1CCN(C=S)CC1
**Largest force on an atom**: 3.29 eV Å⁻¹
**Relative energy (zero: lowest compared OMol25 entry of this formula, charge and spin)**: 1.224 eV
**M**: 172.253 g/mol

```
23
Properties=species:S:1:pos:R:3:forces:R:3
C 0.1510 3.5672 -0.9347 1.10 -1.07 1.04
C -0.9064 2.6144 -0.3884 0.49 -0.71 -0.46
O -1.9961 2.9710 -0.0049 -0.42 0.72 0.15
N -0.5983 1.2801 -0.3995 0.91 -0.69 -0.67
C -1.5834 0.2441 -0.1064 -0.46 1.90 2.64
C -1.0723 -0.6297 1.0936 0.39 0.83 0.03
N 0.1991 -1.3073 0.7082 -2.74 0.54 -0.28
C 0.2528 -2.6416 0.4563 2.33 0.84 0.56
S 1.7444 -3.3075 0.1275 -0.88 -0.58 -0.30
C 1.1585 -0.2926 0.2824 1.41 -0.37 0.07
C 0.6475 0.6740 -0.8123 -0.15 -2.32 -1.52
H 0.3426 3.4394 -1.9818 0.27 -0.68 -0.57
H -0.2571 4.5205 -0.8978 -0.76 1.84 0.52
H 1.1253 3.5601 -0.3641 -1.07 -0.14 -0.60
H -1.7800 -0.3979 -0.9395 -0.06 -0.26 -0.74
H -2.4774 0.8748 0.1759 0.58 -1.22 -0.21
H -1.8353 -1.3259 1.3851 -0.24 -0.71 -0.11
H -0.8866 -0.0239 2.0359 -0.06 -0.34 -1.29
H -0.6241 -3.2751 0.6574 0.13 0.70 -0.11
H 1.4076 0.3044 1.1662 0.09 -0.09 0.03
H 2.0678 -0.8407 -0.0503 -0.59 0.57 0.17
H 0.4226 -0.0237 -1.7143 0.25 1.10 1.09
H 1.4612 1.3163 -1.1777 -0.52 0.17 0.59
```
Forces are in eV/Å.